# 1
The following is a quantum chemistry calculation of a structure of composition C30H22N9Sn, from OMol25.

Values from the calculation:
frontier orbital gap (spin up / spin down)	4.14 / 4.14	eV
HOMO (spin up / spin down)	-16.364 / -16.364	eV

```
! wB97M-V def2-TZVPD RIJCOSX def2/J DEFGRID3
* xyz 3 1
Sn 1.07531 1.22810 0.10456
C 0.56444 0.96603 -4.52711
C 1.00138 1.33976 -3.28185
N 0.76722 0.54479 -2.18383
C 0.15993 -0.63858 -2.39253
C -0.19424 -1.02422 -3.72250
N -0.05669 -0.21965 -4.71951
C -0.21003 -1.41612 -1.19945
C -1.07355 -2.49934 -1.25675
C -1.28375 -3.26919 -0.12853
C -0.67685 -2.84780 1.10665
C -0.09313 -1.58599 1.15889
N 0.21336 -0.91651 0.02821
C 0.37216 -0.91549 2.38975
C 0.05197 -1.33824 3.69577
N 0.42375 -0.64018 4.76735
C 1.07635 0.52671 4.54328
C 1.31929 0.96406 3.27712
N 1.13018 0.16619 2.20825
C -2.06135 -4.54740 -0.21747
C -2.12402 -5.29960 -1.36762
C -2.71332 -6.53590 -1.26923
N -3.21911 -7.09193 -0.14969
C -3.12694 -6.33188 0.97125
C -2.61954 -5.04946 0.92788
H 0.67857 1.62340 -5.37205
H 1.50507 2.27876 -3.16030
H -0.75425 -1.96804 -3.83729
H -1.62869 -2.59330 -2.16963
H -0.92034 -3.35415 2.05479
H -0.49551 -2.28636 3.88425
H 1.44028 1.13012 5.37576
H 1.71985 1.95507 3.08917
H -1.59983 -4.96274 -2.30135
H -2.76098 -7.22780 -2.13520
H -3.39150 -6.80537 1.88174
H -2.66393 -4.39369 1.75472
N 6.44374 1.83666 -0.93394
C 5.55840 0.85604 -0.61006
C 4.27542 1.19973 -0.15565
N 3.33717 0.28607 0.09737
C 3.72654 -1.03078 -0.07733
C 5.06335 -1.29255 -0.37610
N 5.99649 -0.40045 -0.64749
H 6.19892 2.81334 -1.06427
H 7.42872 1.62624 -0.85833
H 4.00100 2.23357 -0.07784
H 2.95223 -1.73228 0.08599
H 5.32521 -2.33506 -0.50540
C -0.64498 2.52657 0.31661
C -1.33558 3.54588 0.20133
C -2.30795 4.57747 0.36965
C -3.54506 4.47107 -0.19262
C -4.58433 5.38024 -0.00748
C -4.28635 6.54030 0.75614
C -3.02855 6.66394 1.42435
C -2.08032 5.68216 1.24009
H -3.78760 3.69473 -0.90408
H -5.54149 5.33947 -0.50305
H -5.03689 7.29232 0.81517
H -2.86770 7.48964 2.10106
H -1.09195 5.77157 1.67833
*
```



# 2
The following is a quantum chemistry calculation of a structure of composition C30H23Br2F3O20S, from OMol25.

Values from the calculation:
frontier orbital gap	7.74	eV
HOMO	-9.744	eV

```
! wB97M-V def2-TZVPD RIJCOSX def2/J DEFGRID3
* xyz 0 1
O 5.64244 2.79855 0.88444
S 5.58258 1.50397 1.60997
O 6.97469 1.19415 2.05998
O 4.67678 1.54001 3.00437
C 4.14926 0.16893 3.13756
C 4.74337 -0.73508 1.92733
C 3.70194 -1.92963 1.89108
C 3.77240 -2.86601 0.60315
C 5.22237 -3.11920 0.02590
F 5.58637 -2.04461 -0.81195
Br 6.57717 -3.60105 1.37473
C 5.09070 -4.39867 -0.96290
F 4.21355 -4.15003 -2.01739
F 4.73992 -5.54841 -0.23178
Br 6.92468 -4.77776 -1.67893
O 4.78491 0.22077 0.84555
H 4.52579 -0.23374 4.12442
H 3.03158 0.33858 3.15376
H 5.75617 -1.02316 2.36511
H 2.66679 -1.44553 1.87343
H 3.71536 -2.53566 2.85733
H 3.33954 -3.87502 0.91619
H 3.03943 -2.44862 -0.15218
C 1.64722 3.36478 1.91966
C 1.03123 4.54962 1.94060
C -0.43021 4.66192 2.21791
O -0.95329 5.76083 2.24734
C -1.18515 3.42663 2.44163
C -0.56976 2.24291 2.41721
C 0.89628 2.13295 2.16701
O 1.42542 1.03252 2.17089
O -1.25176 1.08864 2.61944
O 1.70712 5.69927 1.71210
H 2.70722 3.26955 1.72198
H -2.24750 3.52075 2.62428
H -0.58596 0.37896 2.55366
H 1.04283 6.41049 1.78380
C -1.11238 -4.66433 -1.99738
C -0.26802 -3.80101 -1.42921
C 0.00040 -3.82674 0.03834
O 0.79339 -3.03419 0.52019
C -0.71386 -4.81439 0.85029
C -1.56122 -5.67536 0.28155
C -1.80830 -5.66697 -1.18921
O -2.57492 -6.47961 -1.67376
O -2.23219 -6.59325 1.01622
O 0.38237 -2.86450 -2.16260
H -1.31443 -4.65842 -3.06014
H -0.52419 -4.81149 1.91508
H -2.77477 -7.09165 0.37606
H 0.92949 -2.36934 -1.52597
C -3.91570 -3.80327 -7.07712
C -3.31603 -4.42884 -6.06190
C -1.89937 -4.88659 -6.15760
O -1.38143 -5.43673 -5.20195
C -1.18520 -4.65530 -7.41500
C -1.78621 -4.03278 -8.43163
C -3.19346 -3.55037 -8.32655
O -3.70049 -2.97074 -9.26916
O -1.14287 -3.81202 -9.60272
O -3.96946 -4.67450 -4.89909
H -4.94124 -3.46448 -7.01987
H -0.16466 -5.00771 -7.47759
H -1.78788 -3.34820 -10.16942
H -3.32431 -5.13445 -4.32864
C -5.57531 8.96519 4.34343
C -4.56939 9.63584 3.77752
C -3.44197 8.92699 3.10541
O -2.55214 9.57441 2.58423
C -3.45335 7.46161 3.10642
C -4.45749 6.79184 3.67531
C -5.59789 7.50015 4.32306
O -6.50483 6.85282 4.81549
O -4.48417 5.43437 3.68841
O -4.52949 10.99048 3.78824
H -6.39957 9.46709 4.83185
H -2.62195 6.95841 2.63158
H -5.30794 5.19640 4.15402
H -3.70903 11.22906 3.31712
*
```



# 3
The following is a quantum chemistry calculation of a structure of composition C30H23N5O4Tc, from OMol25.

Values from the calculation:
frontier orbital gap (spin up / spin down)	6.21 / 3.80	eV
HOMO (spin up / spin down)	-12.835 / -12.847	eV

```
! wB97M-V def2-TZVPD RIJCOSX def2/J DEFGRID3
* xyz 2 2
Tc 1.09682 0.41604 0.55350
C 4.11904 -0.68034 -0.16101
O 2.73563 -0.96790 0.10568
C 2.33570 -2.29651 0.20274
C 3.16259 -3.36234 -0.09388
C 2.67109 -4.65240 0.07295
C 1.37852 -4.86786 0.52442
C 0.54773 -3.79158 0.79573
C 1.02224 -2.50107 0.62576
N 0.22330 -1.32311 0.83555
N -1.04734 -1.55561 0.85417
C -1.95123 -0.58099 1.00935
C -1.67864 0.79833 1.25895
O -0.48736 1.31927 1.24060
C -2.74776 1.68136 1.59751
C -4.02376 1.23738 1.61295
C -4.36560 -0.11927 1.30017
C -5.70703 -0.53469 1.29594
C -6.02854 -1.83429 0.99137
C -5.01131 -2.74520 0.68246
C -3.69121 -2.35666 0.68337
C -3.34393 -1.03445 0.99682
H 4.35061 -0.90110 -1.20217
H 4.75234 -1.26315 0.50586
H 4.24803 0.37949 0.03592
H 4.17068 -3.21097 -0.44962
H 3.31435 -5.49187 -0.15139
H 1.01354 -5.87527 0.66407
H -0.46455 -3.93846 1.14229
H -2.49095 2.70541 1.82831
H -4.82609 1.92111 1.86356
H -6.48090 0.18137 1.54134
H -7.06099 -2.15508 0.99042
H -5.26527 -3.76875 0.44197
H -2.91689 -3.06905 0.44047
O -1.07916 -0.45571 -3.16967
C -1.07427 0.70235 -3.74023
C -1.82940 0.84901 -4.95096
C -1.84038 2.05347 -5.58741
C -1.11153 3.13390 -5.05089
C -0.36946 3.00511 -3.85781
C -0.33311 1.81434 -3.18881
C 0.41928 1.63515 -1.92029
O 0.39551 0.42470 -1.39356
N 1.05746 2.64411 -1.42761
N 1.65053 2.23689 -0.24120
C 2.31056 3.06809 0.47476
C 2.80500 2.51244 1.73123
C 3.60622 3.21325 2.61269
C 3.99911 2.60063 3.79536
C 3.58069 1.30658 4.05217
C 2.78508 0.65472 3.12330
N 2.39414 1.23871 1.98708
H -0.49823 -0.40183 -2.34696
H -2.36223 -0.01812 -5.31662
H -2.39927 2.19038 -6.50244
H -1.12048 4.08539 -5.56531
H 0.17644 3.85139 -3.46400
H 2.46125 4.10064 0.18009
H 3.91229 4.22241 2.37415
H 4.62066 3.12988 4.50439
H 3.85413 0.79694 4.96469
H 2.43631 -0.35658 3.28770
*
```



Number 1: maximum force 3.69 eV Å⁻¹. Number 2: maximum force 5.49 eV Å⁻¹. Number 3: maximum force 0.68 eV Å⁻¹.